Here is a structure of composition C32H73N5PtSSbSi2 from OMol25. Energies are from ωB97M-V with the def2-TZVPD basis set.

Structure (XYZ):
```
115
Properties=species:S:1:pos:R:3:forces:R:3
Pt 2.1037 0.1405 1.7961 -0.029 -0.097 0.011
C 1.3923 0.2261 4.7710 -0.004 -0.009 0.002
C 2.0588 1.5519 4.4510 0.009 0.008 0.000
N 1.8328 1.9619 3.0451 0.005 -0.011 -0.006
C 0.5478 2.6136 2.7162 -0.005 -0.018 0.023
C -0.6504 1.6734 2.6882 -0.006 -0.001 0.019
S -0.3899 0.1365 1.7171 0.183 0.036 0.086
C -0.6812 -1.1554 2.9790 -0.019 0.015 0.014
C 0.5961 -1.7726 3.5470 -0.014 0.007 0.010
N 1.6713 -0.7698 3.7042 0.010 0.014 -0.008
H 1.7497 -0.1402 5.7345 0.004 -0.002 0.000
H 0.3153 0.3363 4.8628 -0.002 0.001 0.003
H 1.7144 2.3248 5.1430 -0.003 0.000 0.000
H 3.1384 1.4500 4.5683 0.002 0.002 0.000
H 2.5843 2.6000 2.7960 -0.003 0.002 0.001
H 0.3360 3.4141 3.4318 0.002 0.004 -0.003
H 0.6732 3.0755 1.7371 0.001 -0.004 -0.001
H -0.9590 1.3822 3.6884 -0.029 -0.001 -0.008
H -1.4944 2.1917 2.2358 0.021 0.015 -0.023
H -1.3034 -0.7075 3.7520 -0.017 -0.004 -0.011
H -1.2824 -1.9265 2.5009 0.020 -0.011 -0.008
H 0.3650 -2.2459 4.5054 0.001 -0.004 -0.002
H 0.9747 -2.5458 2.8797 0.002 0.002 -0.004
H 2.5278 -1.2700 3.9401 -0.001 -0.002 0.000
C 6.0362 -1.8760 -1.0754 -0.001 0.002 -0.005
C 4.7546 -2.5253 -0.6035 -0.008 0.000 -0.003
N 3.8323 -1.4801 -0.1564 0.016 0.004 0.018
C 3.8752 -0.1815 -0.5305 -0.017 0.004 -0.010
N 2.9877 0.6588 0.0309 0.019 -0.002 0.007
C 2.8564 1.9889 -0.5686 -0.012 0.003 -0.005
C 4.2167 2.5500 -0.9383 0.002 -0.002 0.000
C 4.9063 1.5936 -1.8856 -0.004 -0.002 -0.002
N 4.7898 0.2077 -1.4187 0.012 0.001 0.006
C 5.6899 -0.7690 -2.0512 -0.001 -0.001 0.000
H 6.6719 -2.6157 -1.5593 0.000 0.001 -0.001
H 6.5850 -1.4624 -0.2268 0.001 -0.002 0.003
H 4.9362 -3.2004 0.2323 0.006 0.004 0.000
H 4.2960 -3.0997 -1.4118 -0.002 -0.005 0.005
H 2.9637 -1.7756 0.2593 -0.008 -0.003 -0.016
H 2.3591 2.6384 0.1515 0.003 0.000 0.003
H 2.2119 1.9368 -1.4523 -0.001 0.001 0.002
H 4.8197 2.6798 -0.0384 -0.003 0.000 -0.001
H 4.1151 3.5243 -1.4149 0.000 0.000 -0.001
H 5.9685 1.8264 -1.9612 0.001 0.001 -0.001
H 4.4813 1.6597 -2.8906 -0.002 -0.001 0.000
H 6.5842 -0.2260 -2.3516 0.000 0.000 -0.002
H 5.2242 -1.1685 -2.9563 -0.001 0.000 0.001
C -9.4767 -1.1506 -2.6628 -0.005 0.006 0.002
C -8.1945 -0.6048 -2.0360 -0.006 0.001 -0.003
C -8.5075 0.5251 -1.0585 0.006 0.002 0.004
C -7.4282 -1.7218 -1.3336 0.000 -0.001 -0.002
Sb -6.8898 0.2318 -3.5895 -0.147 -0.011 -0.098
C -7.7946 2.0084 -4.5431 0.007 0.006 0.006
C -9.3043 1.8120 -4.6274 0.001 -0.007 -0.003
C -7.4440 3.1854 -3.6355 -0.004 -0.002 0.004
C -7.2012 2.2053 -5.9315 0.002 0.000 0.003
C -6.0380 -1.3384 -4.8784 -0.003 -0.005 -0.006
C -7.1452 -2.3263 -5.2331 -0.003 0.004 -0.003
C -5.4489 -0.7061 -6.1331 0.006 0.000 -0.002
C -4.9360 -2.0152 -4.0664 -0.001 0.002 0.001
H -10.0806 -1.5832 -1.8590 -0.001 0.002 0.001
H -9.2911 -1.9418 -3.3874 0.001 -0.006 -0.001
H -10.0777 -0.3772 -3.1365 0.004 -0.002 0.000
H -9.1422 0.1263 -0.2623 0.001 0.000 0.001
H -9.0557 1.3428 -1.5270 -0.003 0.000 0.000
H -7.6074 0.9303 -0.5922 0.000 0.001 0.000
H -8.0428 -2.0912 -0.5079 0.000 0.000 0.000
H -6.4816 -1.3769 -0.9126 -0.001 -0.001 0.000
H -7.2344 -2.5680 -1.9932 0.000 -0.002 0.000
H -9.7746 1.7457 -3.6471 0.002 0.001 0.000
H -9.5843 0.9392 -5.2191 0.000 -0.001 0.000
H -9.7245 2.6904 -5.1268 0.000 0.000 -0.001
H -7.8265 3.0621 -2.6214 0.001 0.001 0.000
H -7.9050 4.0856 -4.0515 0.000 0.001 0.000
H -6.3680 3.3587 -3.5863 0.000 0.001 -0.001
H -7.5100 1.4258 -6.6264 -0.001 0.002 0.000
H -6.1126 2.2678 -5.9233 0.000 -0.002 0.000
H -7.5798 3.1542 -6.3221 0.001 0.001 0.001
H -7.9751 -1.8562 -5.7636 -0.001 0.001 0.003
H -7.5332 -2.8488 -4.3591 0.000 -0.002 0.003
H -6.7217 -3.0833 -5.9007 -0.001 0.003 -0.003
H -6.2101 -0.2844 -6.7854 0.001 -0.003 0.000
H -4.9391 -1.4932 -6.6962 0.002 0.001 0.001
H -4.7104 0.0647 -5.9072 -0.001 0.002 -0.001
H -5.3054 -2.4626 -3.1440 0.000 -0.001 0.002
H -4.1281 -1.3230 -3.8229 -0.001 0.000 0.000
H -4.5109 -2.8192 -4.6741 -0.002 0.000 -0.001
C 7.1108 -2.8659 2.8467 0.001 0.000 -0.004
Si 5.8111 -2.0252 3.9012 -0.018 0.003 0.007
C 4.2460 -3.0849 3.9312 0.006 0.004 0.017
C 6.4198 -1.7874 5.6464 0.012 0.013 -0.007
C 5.3557 -0.3972 3.1029 -0.031 -0.034 0.060
Si 6.3757 1.1503 2.8874 0.008 -0.009 0.003
C 7.2575 1.0637 1.2331 -0.009 -0.001 -0.002
C 7.6034 1.3459 4.2698 -0.001 0.001 -0.005
C 5.2058 2.6305 2.8243 -0.008 0.009 0.004
H 7.6450 -3.6169 3.4327 -0.019 -0.019 -0.007
H 7.8514 -2.1527 2.4788 0.015 -0.005 0.023
H 6.6755 -3.3744 1.9835 -0.001 0.025 -0.014
H 4.4905 -4.1362 4.0967 0.001 -0.001 -0.004
H 3.7004 -3.0297 2.9813 -0.001 -0.003 -0.001
H 3.5778 -2.8049 4.7540 0.002 0.000 0.002
H 6.4995 -2.7561 6.1452 0.007 0.000 -0.001
H 5.7472 -1.1636 6.2389 -0.006 -0.006 0.000
H 7.4081 -1.3266 5.6710 -0.003 0.006 0.000
H 4.4082 -0.4322 2.5445 0.049 0.084 -0.073
H 8.0113 0.2737 1.2265 -0.007 -0.007 -0.002
H 7.7704 2.0068 1.0285 0.008 -0.003 0.005
H 6.5585 0.8725 0.4152 0.000 0.011 -0.002
H 8.3411 0.5407 4.2590 0.000 -0.001 0.003
H 7.1235 1.3468 5.2501 0.001 0.003 0.000
H 8.1500 2.2855 4.1656 0.000 0.000 -0.004
H 4.4196 2.4415 2.0850 0.010 -0.004 -0.006
H 5.7364 3.5327 2.5126 0.001 0.003 0.005
H 4.7585 2.8450 3.7985 -0.001 -0.006 0.002
```
Forces are in eV/Å.

Relative energy (zero: lowest compared OMol25 entry of this formula, charge and spin): 74.5 kJ/mol
Multiplicity: 5
Frontier orbital gap (spin up / spin down): 8.54 / 7.05 eV
Total charge: +3
⟨S²⟩: 6.01
Max |F|: 0.21 eV Å⁻¹